Here is C21H27ClN2O5 in the gas phase from OMol25. Energies are from ωB97M-V/def2-TZVPD.

For the HOMO energy, the calculation gives -9.2 eV. As for the SMILES: COc1c(C)cc(C(=O)NCCCOCCNC(=O)C#C[C@H]2CCOC2)cc1Cl. The molar mass is 422.91 u.

```
56
Properties=species:S:1:pos:R:3:mulliken_charge:R:1
C -7.7927 3.7524 -1.3529 -0.7232
O -7.3001 2.5892 -2.0173 -0.5821
C -5.9544 2.4018 -1.8707 0.2116
C -5.0877 2.8335 -2.8786 0.8697
C -5.6352 3.5311 -4.0915 -1.5117
C -3.7309 2.5903 -2.7341 -0.8650
C -3.2263 1.9462 -1.6108 0.4703
C -1.7445 1.7333 -1.5494 0.2675
O -1.0607 1.7355 -2.5611 -0.6262
N -1.1902 1.6113 -0.3174 -0.0964
C 0.2542 1.4908 -0.1732 -0.6119
C 0.7590 0.0858 -0.4765 -0.4532
C 2.2570 -0.0251 -0.2829 -0.7958
O 2.8973 0.8340 -1.2037 -0.0992
C 4.2889 0.8965 -1.0182 -0.5959
C 4.8951 1.7428 -2.1195 -0.7176
N 4.9681 1.0558 -3.4063 -0.0642
C 4.5288 1.6270 -4.5802 0.1179
O 5.1260 1.5039 -5.6285 -0.6135
C 3.2940 2.3924 -4.4710 0.1765
C 2.2708 3.0148 -4.4001 -0.7473
C 1.0216 3.7534 -4.3307 1.3601
C 1.1196 5.2096 -4.8083 -0.9497
C -0.3321 5.5346 -5.1591 -0.4317
O -1.0028 4.2872 -5.3606 -0.4199
C -0.0625 3.2243 -5.2746 -0.6437
C -4.0916 1.5052 -0.6193 -0.7220
C -5.4500 1.7324 -0.7603 0.2048
Cl -6.5416 1.1485 0.4554 -0.2147
H -8.8604 3.7909 -1.5512 0.2688
H -7.6216 3.6872 -0.2768 0.2902
H -7.3129 4.6526 -1.7449 0.2633
H -4.8666 3.6179 -4.8574 0.4221
H -6.4904 2.9926 -4.4977 0.3370
H -5.9753 4.5396 -3.8466 0.2942
H -3.0354 2.8974 -3.5055 0.6135
H -1.7566 1.7840 0.4929 0.2769
H 0.7334 2.1974 -0.8508 0.0730
H 0.5120 1.7675 0.8508 0.4764
H 0.2627 -0.6316 0.1825 0.3049
H 0.5036 -0.1696 -1.5054 0.2934
H 2.5318 0.2581 0.7452 0.3821
H 2.5936 -1.0584 -0.4353 0.3819
H 4.5226 1.3460 -0.0421 0.3832
H 4.7264 -0.1118 -1.0292 0.2986
H 4.2927 2.6433 -2.2353 0.2989
H 5.8995 2.0521 -1.8189 0.4134
H 5.8448 0.5780 -3.5659 0.2557
H 0.6312 3.7106 -3.3118 -0.0093
H 1.5331 5.8779 -4.0548 0.3723
H 1.7575 5.2498 -5.6921 0.3744
H -0.8383 6.0620 -4.3471 0.2797
H -0.4118 6.1449 -6.0615 0.2916
H 0.3732 3.0042 -6.2559 0.3812
H -0.5666 2.3461 -4.8796 0.2661
H -3.7415 0.9501 0.2407 0.5230
```